Below is a cluster of 14 separate species, H28O14 in total at a distorted geometry, with properties calculated with the ωB97M-V functional and the def2-TZVPD basis.

- 2S+1 = 1
- HOMO-LUMO gap (eV) = 10.86
- charge = 0
- energy above the lowest of the compared OMol25 structures with the same formula, charge and spin (kJ/mol) = 258.4

Last column: Löwdin charge in e.
Positions of all 42 atoms, in Å:
H  -1.288  -4.303  0.937  0.022
O  3.326  0.346  2.911  -0.058
O  -1.290  4.132  1.045  -0.042
H  -3.301  0.797  3.225  0.022
O  3.111  -3.511  0.435  -0.047
H  3.350  2.021  0.063  0.029
H  -2.381  -1.171  1.930  0.022
H  3.384  -0.183  3.696  0.014
H  -2.619  1.237  4.432  0.022
H  4.827  2.256  0.044  0.038
O  2.477  -1.174  -1.896  -0.044
O  1.430  0.893  -4.200  -0.051
H  -0.829  3.704  0.311  0.004
O  4.106  2.073  0.657  -0.049
H  1.106  -0.190  -0.734  -0.010
H  -1.170  2.635  -2.280  0.025
O  -0.494  2.963  -1.673  -0.053
H  -0.285  -2.698  -1.846  0.018
H  -3.793  1.453  -3.528  0.047
H  0.224  2.341  -1.859  0.015
O  -3.600  1.702  1.339  -0.038
H  4.174  0.767  2.750  0.016
O  -3.457  1.894  -2.739  -0.047
H  -3.110  1.150  -2.236  0.032
H  -2.061  3.591  1.203  -0.018
H  -0.487  -4.086  -2.416  0.031
H  -3.055  1.866  0.562  0.037
O  -2.790  -2.048  1.876  -0.050
H  3.849  -3.468  1.047  0.040
H  1.005  0.098  -3.865  0.026
H  2.992  -0.477  -2.299  0.039
O  0.852  0.712  -0.756  -0.038
O  -0.398  -3.169  -2.677  -0.052
O  -2.451  0.689  3.687  -0.049
H  2.231  0.590  -4.635  0.034
H  -3.360  2.404  1.944  0.029
O  -1.488  -4.968  1.609  -0.056
H  2.370  -3.126  0.905  0.032
H  0.053  0.950  -0.294  0.032
H  2.971  -1.979  -1.723  0.040
H  -2.470  -2.364  2.721  0.025
H  -1.664  -4.351  2.328  0.012

---

Below is a cluster of 14 separate species, H28O14 in total at a distorted geometry, with properties calculated with the ωB97M-V functional and the def2-TZVPD basis.

- 2S+1 = 1
- HOMO-LUMO gap (eV) = 8.72
- charge = 0
- energy above the lowest of the compared OMol25 structures with the same formula, charge and spin (kJ/mol) = 182.2

Last column: Löwdin charge in e.
Positions of all 42 atoms, in Å:
H  0.143  -0.352  -1.227  0.032
H  -0.555  -0.053  0.082  0.026
H  2.016  -0.348  2.743  -0.032
H  -2.574  1.459  -1.747  0.094
O  2.810  -0.603  2.272  -0.062
H  -0.016  -0.821  3.663  0.053
O  -1.517  1.945  1.591  -0.021
O  1.644  -2.784  -0.895  -0.065
H  1.894  1.272  -2.895  0.049
H  2.626  -0.387  1.358  -0.027
H  -1.307  -1.455  -2.453  -0.010
O  3.144  -0.690  -0.745  -0.050
O  0.254  0.116  -0.400  -0.020
O  0.391  -0.005  3.374  -0.025
H  1.940  2.636  -0.010  0.017
O  2.012  1.937  0.640  -0.042
H  -3.119  -2.209  2.136  0.088
H  3.838  -0.120  -0.412  0.075
H  -0.262  2.943  0.046  -0.012
H  -2.131  1.637  0.924  -0.009
H  -2.073  2.303  2.283  0.066
H  3.157  1.198  -3.726  0.060
H  -0.140  -3.537  0.801  0.061
H  2.819  -0.241  -1.526  -0.004
O  -2.605  1.600  -0.801  -0.051
H  -2.817  -0.742  1.915  0.067
O  2.661  0.724  -3.059  -0.020
H  0.230  3.919  -1.000  0.035
H  -2.979  0.045  -0.677  -0.042
H  -0.967  -2.417  1.395  -0.015
H  2.160  -1.985  -1.006  -0.038
O  -0.569  3.587  -0.591  -0.050
H  -3.008  -1.314  -0.009  -0.007
H  -0.281  0.426  2.846  0.009
O  -2.993  -0.893  -0.869  -0.043
H  1.431  1.248  0.317  -0.035
O  -0.079  -2.634  1.113  -0.040
H  -0.138  -2.254  -2.989  0.028
O  -2.460  -1.618  1.770  -0.026
H  0.930  -2.529  -0.312  -0.043
O  -0.735  -1.541  -3.215  -0.048
H  -2.776  2.536  -0.703  0.077

---

Below is a structure of composition H28O14 at a distorted geometry, with properties calculated with the ωB97M-V functional and the def2-TZVPD basis.

- 2S+1 = 1
- HOMO-LUMO gap (eV) = 7.79
- charge = 0
- energy above the lowest of the compared OMol25 structures with the same formula, charge and spin (kJ/mol) = 1104.1

Last column: Löwdin charge in e.
Positions of all 42 atoms, in Å:
H  3.241  0.582  1.665  0.124
H  1.264  1.607  -3.587  0.118
H  -0.628  -2.472  0.680  -0.089
O  -3.216  1.111  -1.492  -0.122
H  -1.888  2.194  1.935  0.153
H  2.782  -0.184  -0.806  0.041
H  -1.859  -1.807  -1.398  0.026
O  1.927  -0.432  -0.560  -0.127
H  -0.265  -3.611  -0.115  0.139
O  -0.096  0.394  0.079  0.116
O  2.300  0.923  1.780  -0.060
H  -0.765  -0.550  0.023  -0.161
H  -3.886  -0.072  1.341  0.053
O  -1.717  -1.228  -2.124  -0.040
H  -0.832  -1.250  -2.421  -0.056
H  -2.569  0.764  1.264  -0.130
O  0.209  0.207  3.664  0.025
H  1.113  -0.604  -2.879  0.157
O  2.229  -2.729  0.667  -0.087
O  -3.003  0.000  1.766  -0.122
H  0.922  0.064  4.192  -0.016
H  0.610  2.351  -2.109  0.096
H  0.040  0.465  -0.881  0.087
H  2.483  -1.871  0.515  -0.084
H  -1.900  -1.306  0.581  0.087
H  0.691  0.550  2.959  -0.046
O  1.901  3.223  0.572  -0.020
H  1.501  3.644  1.288  0.007
H  2.474  1.562  2.455  0.050
O  -1.082  -1.452  0.092  -0.039
H  1.331  -0.534  -1.492  -0.037
O  0.649  -1.183  -2.202  0.044
H  1.928  2.291  0.553  -0.035
H  -3.025  1.601  -2.414  0.111
H  0.607  -0.038  0.235  -0.070
O  0.086  -3.126  0.724  -0.023
H  -2.666  0.303  -1.612  -0.015
O  1.014  1.573  -2.592  -0.090
H  0.459  -2.030  -2.597  0.147
O  -2.288  1.989  0.987  -0.081
H  -1.330  1.801  0.514  0.132
H  1.253  -2.718  0.752  -0.163

---

Below is a cluster of 14 separate species, H28O14 in total at a distorted geometry, with properties calculated with the ωB97M-V functional and the def2-TZVPD basis.

- 2S+1 = 1
- HOMO-LUMO gap (eV) = 9.14
- charge = 0
- energy above the lowest of the compared OMol25 structures with the same formula, charge and spin (kJ/mol) = 204.7

Last column: Löwdin charge in e.
Positions of all 42 atoms, in Å:
H  0.252  2.302  -3.032  0.115
H  0.220  -0.930  0.244  0.007
O  -0.715  -1.982  1.957  -0.090
H  -2.081  -0.875  1.696  -0.052
H  -0.137  2.903  -0.838  -0.010
H  -2.007  1.307  -0.966  0.022
H  -1.070  -2.876  1.756  0.084
O  -1.208  -2.289  -1.203  0.046
O  3.172  -0.653  0.213  -0.061
H  -1.674  3.084  1.117  -0.056
H  2.275  -3.311  2.546  0.064
H  -1.769  1.820  1.780  -0.026
O  2.089  -2.373  2.420  -0.047
O  0.577  -0.113  -0.063  -0.056
H  -3.224  -1.391  2.470  0.046
H  -1.164  -1.508  -3.921  0.066
O  0.234  1.697  -2.260  -0.044
H  -1.048  -1.298  -2.412  -0.036
O  0.114  0.910  2.272  -0.016
H  -1.923  -2.573  -0.778  0.011
H  -0.376  0.989  -2.400  0.013
H  4.078  -0.452  0.559  0.084
O  -2.896  -0.558  2.069  -0.064
H  2.415  -2.082  1.559  0.018
H  0.276  -2.125  2.047  0.039
H  2.633  0.094  0.456  0.003
O  2.422  2.330  -0.967  -0.042
O  -1.976  0.540  -0.431  -0.018
H  1.584  2.016  -1.304  -0.046
H  2.127  2.945  -0.304  0.018
H  -0.658  -3.043  -1.386  0.088
H  -1.093  0.202  -0.307  -0.039
H  1.402  -1.439  -1.552  -0.011
H  -0.013  0.125  2.766  0.033
H  0.275  1.588  2.957  0.105
O  -2.223  2.666  1.759  -0.070
O  1.647  -1.620  -2.464  -0.037
H  0.466  0.527  0.640  0.012
H  0.860  -1.443  -2.951  -0.029
O  -1.002  -0.822  -3.257  -0.070
H  -0.283  4.308  -0.327  0.076
O  -0.576  3.405  -0.160  -0.030

---

Below is a cluster of 14 separate species, H28O14 in total, with properties calculated with the ωB97M-V functional and the def2-TZVPD basis.

- 2S+1 = 1
- HOMO-LUMO gap (eV) = 11.02
- charge = 0
- energy above the lowest of the compared OMol25 structures with the same formula, charge and spin (kJ/mol) = 231.7

Last column: Löwdin charge in e.
Positions of all 42 atoms, in Å:
O  24.537  1.121  24.285  -0.049
H  24.984  0.331  24.588  0.021
H  19.727  -0.661  27.350  0.020
H  24.722  -7.801  24.570  0.022
H  27.775  -2.581  23.332  0.029
H  20.636  -0.375  24.264  0.017
O  20.042  -4.528  29.204  -0.051
H  21.499  -0.765  30.889  0.032
H  20.027  -0.410  22.878  0.030
O  22.942  -3.355  25.930  -0.045
O  21.637  -7.769  27.560  -0.046
O  26.105  -2.349  28.178  -0.053
H  20.606  -4.723  24.812  0.013
H  24.047  -6.107  21.674  0.030
H  22.100  0.043  29.759  0.023
O  19.035  -0.292  26.801  -0.050
H  22.589  -7.818  27.468  0.019
H  22.858  -5.434  22.325  0.032
H  25.110  -9.264  24.587  0.032
H  25.674  -6.988  27.878  0.024
H  23.644  0.832  24.093  0.020
H  23.445  -2.890  26.599  0.024
O  24.727  -8.576  25.131  -0.048
O  23.813  -5.482  22.360  -0.052
O  25.455  -6.289  28.493  -0.048
H  21.346  -7.287  26.785  0.025
H  20.451  -5.301  28.815  0.016
O  21.521  -0.699  29.934  -0.050
H  20.605  -3.800  28.938  0.019
H  25.663  -6.653  29.354  0.033
O  26.879  -2.629  23.665  -0.053
O  19.929  -5.270  24.413  -0.054
H  25.205  1.680  29.746  0.029
H  27.045  -2.171  28.160  0.031
H  25.259  0.887  28.458  0.023
H  19.108  -4.818  24.610  0.033
H  26.392  -3.085  22.979  0.025
O  24.791  1.603  28.886  -0.049
H  18.221  -0.568  27.223  0.033
O  20.864  -0.471  23.339  -0.053
H  23.558  -3.477  25.208  0.027
H  26.040  -3.302  28.108  0.020